[1]
A single C5H6O molecule, computed with ωB97M-V/def2-TZVPD.

```
12
C5H6O | the OMol25 dataset | ωB97M-V/def2-TZVPD
O 1.08590 1.66042 -0.98933
C 0.09267 -0.52716 0.32177
C -1.01773 -1.17579 -0.36395
C -1.24059 -0.31367 0.87869
C 1.35640 -0.21666 0.29567
C 1.93932 0.78575 -0.31633
H 0.34126 1.83720 -0.40080
H -1.31404 -0.76719 -1.33030
H -1.08007 -2.25317 -0.27667
H -1.69791 0.66693 0.73430
H -1.46069 -0.78280 1.82870
H 2.97710 1.05249 -0.43630
```

Its frontier orbital gap is 9.236 eV. The HOMO energy comes out at -8.60 eV. Its relative energy (zero: lowest compared OMol25 entry of this formula, charge and spin) is 3.870 eV. The value obtained for the LUMO energy is 0.6 eV. Its structure (SMILES) is OC=C=C1CC1.

***

[2]
C47H52BrO2P2S5Y as an isolated structure at a distorted geometry, computed with ωB97M-V/def2-TZVPD.

```
110
C47H52BrO2P2S5Y | the OMol25 dataset | ωB97M-V/def2-TZVPD
Y -0.01559 -0.93569 0.97822
C 7.84906 0.26543 2.21938
C 7.41558 0.61319 0.79619
C 7.75596 2.08686 0.53943
C 8.21606 -0.25821 -0.18028
C 5.91914 0.37545 0.58575
C 5.08195 -0.14269 1.56620
C 3.73656 -0.32104 1.30365
Br 2.68157 -1.04843 2.67197
C 3.11853 -0.00216 0.07615
O 1.82105 -0.15416 -0.08087
C 3.98260 0.47813 -0.94221
C 5.33208 0.66003 -0.63995
C 3.57423 0.80818 -2.39269
C 2.11584 0.52968 -2.75577
C 3.83355 2.29745 -2.66163
C 4.43581 -0.02556 -3.35523
H 8.91106 0.49394 2.34484
H 7.70646 -0.79562 2.43683
H 7.29223 0.83816 2.96437
H 8.82633 2.26255 0.68787
H 7.20214 2.73656 1.22125
H 7.50275 2.38432 -0.48032
H 9.29192 -0.12671 -0.02346
H 7.99177 -0.00005 -1.21746
H 7.97236 -1.31354 -0.04105
H 5.45589 -0.42387 2.54073
H 5.97178 1.04650 -1.42723
H 1.43402 1.17470 -2.20662
H 1.82770 -0.50271 -2.55801
H 1.99685 0.73071 -3.82677
H 3.21726 2.91755 -2.00853
H 3.57837 2.53968 -3.69888
H 4.87979 2.56354 -2.49672
H 4.28689 -1.09362 -3.18057
H 5.50183 0.18310 -3.24735
H 4.15053 0.19639 -4.38796
C -2.06147 -1.04424 -3.14471
C -2.18883 -2.02330 -1.96462
P -3.64491 -1.51162 -0.90991
C -3.24400 -1.68976 0.84777
C -2.04859 -2.38441 1.16610
C -2.00680 -2.17448 3.78931
C -3.46372 -1.80698 3.93920
C -4.33976 -1.31450 3.05445
C -4.21783 -1.13178 1.61652
C -4.75067 -2.93761 -1.26460
C -5.16862 -3.17142 -2.57585
C -6.01671 -4.22852 -2.88234
C -6.46558 -5.07141 -1.87089
C -6.05365 -4.84805 -0.56353
C -5.20633 -3.78769 -0.25953
C -1.53686 0.35472 -2.74677
P -1.93990 0.96295 -1.04453
C -0.82216 2.44233 -1.05995
C -0.94008 3.46687 -2.00270
C -0.07332 4.54710 -1.99343
C 0.92753 4.63052 -1.02625
C 1.05250 3.62881 -0.07970
C 0.17670 2.54655 -0.10245
C -3.50221 1.90837 -1.15766
C -4.43297 1.72592 -2.17111
C -5.60537 2.47440 -2.19339
C -5.86386 3.39374 -1.18539
C -4.94429 3.56704 -0.15871
C -3.76768 2.82984 -0.14858
H -3.03332 -0.94926 -3.63640
H -1.37279 -1.44932 -3.89225
H -1.25701 -2.03071 -1.39151
H -2.33107 -3.05111 -2.29571
H -1.75609 -3.10019 0.40447
H -1.75739 -2.88330 4.57490
H -3.80850 -1.87004 4.96648
H -5.30324 -1.02200 3.46868
H -5.00877 -0.56887 1.12793
H -4.82784 -2.52061 -3.37588
H -6.32424 -4.39259 -3.90862
H -7.12251 -5.90121 -2.10270
H -6.37341 -5.51087 0.23166
H -4.87140 -3.63017 0.76002
H -1.79744 1.10734 -3.49582
H -0.44714 0.31479 -2.70857
H -1.72832 3.42468 -2.74773
H -0.17913 5.32883 -2.73593
H 1.60645 5.47494 -1.01745
H 1.82710 3.67028 0.67608
H 0.31611 1.77786 0.64505
H -4.25312 0.98438 -2.94050
H -6.32265 2.32196 -2.99061
H -6.78309 3.96699 -1.19433
H -5.14059 4.27082 0.64062
H -3.05388 2.96401 0.65700
S -0.42043 -6.32170 5.81920
C -1.04359 -5.42213 4.50901
S -2.56928 -5.44146 3.82149
C -1.48678 -2.74580 2.48241
C -0.34433 -3.48814 2.48042
S 0.69027 -3.61206 1.03810
S 0.25408 -4.33764 3.92065
S -0.94649 -0.75005 4.34053
C -2.71720 1.62141 3.13332
O -1.86083 0.85912 2.31504
C -0.64930 0.33007 2.90049
C 0.17999 1.45819 3.50898
H -2.88658 1.12598 4.09371
H -3.67014 1.69706 2.60674
H -2.31696 2.62948 3.31099
H 0.22449 2.29899 2.80679
H 1.19879 1.13137 3.71214
H -0.23491 1.84920 4.45117
```

Its charge is -2. Its frontier orbital gap is 4.407 eV. The HOMO energy comes out at -0.90 eV. Its relative energy (zero: lowest compared OMol25 entry of this formula, charge and spin) is 0.000 eV. The value obtained for the LUMO energy is 3.5 eV.

***

[3]
CHAgF3O as an isolated structure at a distorted geometry, computed with ωB97M-V/def2-TZVPD.

```
7
CHAgF3O | the OMol25 dataset | ωB97M-V/def2-TZVPD
C 0.92765 0.51888 -0.33801
F 1.57764 -0.10062 -1.37073
F 1.89238 0.65748 0.62251
F 0.72870 1.79453 -0.79258
H -0.20507 -0.11670 0.07792
Ag -3.23189 -1.80813 1.18405
O -1.68942 -0.94543 0.61684
```

Its charge is -1. The expectation value of S² is 2.01. As for the multiplicity: 3. Its frontier orbital gap (alpha / beta) is 5.930 / 6.618 eV. The HOMO energy (alpha / beta) comes out at -1.89 / -4.18 eV. The value obtained for the LUMO energy (alpha / beta) is 4.0 / 2.4 eV.